No. 1
This record from the Open Molecules 2025 dataset describes 15 unconnected molecules or ions with the total composition C32H64ClF2N14O34P. The level of theory is ωB97M-V with the def2-TZVPD basis set.

The calculation puts the HOMO energy at -0.3274 Ha. Its total charge is 0. The calculation puts the energy at -151889.2034 eV.

The geometry in XYZ format:
```
148
C32H64ClF2N14O34P, DFT ωB97M-V with the def2-TZVPD basis set
C -2.33871 -4.54508 2.72843
C -2.25090 -4.47323 1.06728
O -3.09579 -5.15171 0.27089
O -1.17148 -3.62271 0.48407
C -1.82699 -2.37310 0.02821
C -0.83012 -1.03943 0.17567
C -1.63245 0.37595 -0.20979
C -0.72113 1.22804 -1.27807
C -1.13183 2.83596 -1.11094
P -1.54813 3.70285 -2.75764
F -2.70839 2.40125 -3.06504
C -2.92980 4.96905 -3.08534
C -4.11594 4.15013 -3.93620
O -4.05597 3.91930 -5.25935
F -5.35105 3.68249 -3.20800
C -0.58798 3.05940 -4.32563
C -0.83498 4.07255 -5.62079
O -0.58675 5.38747 -5.49686
Cl -1.49876 3.37971 -7.22905
O -0.32874 4.89368 -2.43760
C -0.82701 6.05552 -1.69671
O -0.75704 7.25454 -2.33983
C -1.44143 6.08773 -0.18073
C -2.81141 7.00148 0.04398
C -3.59020 7.19026 1.47736
C -2.99998 6.40724 2.79415
C -1.62924 5.51778 2.60904
C -0.83001 5.35198 1.14993
H -3.00249 -5.44658 3.09336
H -1.26588 -4.59544 3.19474
H -2.82446 -3.52287 3.07779
H -2.74853 -2.15216 0.71768
H -2.20872 -2.43841 -1.07886
H -0.40511 -1.00802 1.27464
H 0.06051 -1.20067 -0.60250
H -1.77785 0.94806 0.80654
H -2.67506 0.16241 -0.70834
H -0.78442 0.84980 -2.38541
H 0.41327 1.06048 -0.94562
H -1.93697 3.01412 -0.26382
H -0.13628 3.35305 -0.70274
H -3.49152 5.36048 -2.11207
H -2.62357 5.86345 -3.81424
H 0.54388 2.85213 -4.11478
H -1.05431 2.01161 -4.65374
H -3.25460 7.57758 -0.90301
H -4.57004 7.86531 1.51311
H -3.55422 6.49698 3.82650
H -1.14603 4.92788 3.51488
H 0.13375 4.69558 1.04906
C 2.55768 1.65754 -6.89949
N 1.77491 1.19885 -5.72029
O 0.79750 0.47327 -5.93726
O 2.16390 1.58021 -4.61029
H 2.10475 1.24839 -7.80511
H 2.52617 2.74890 -6.91173
H 3.57918 1.29088 -6.77986
C -0.71447 -8.68448 4.52221
N -0.56275 -7.20653 4.60169
O -1.58917 -6.52560 4.49364
O 0.58247 -6.77192 4.77029
H -1.76958 -8.92385 4.37342
H -0.11722 -9.03211 3.67685
H -0.35301 -9.10396 5.46327
C 6.80309 1.63075 -4.86331
N 5.91026 1.87120 -6.02894
O 6.17218 1.26846 -7.07630
O 4.97180 2.65822 -5.85938
H 7.58052 0.92105 -5.15420
H 7.24233 2.58976 -4.58124
H 6.19010 1.22212 -4.05740
C -1.49466 -11.44481 0.96316
N -0.94755 -11.80687 2.29855
O -0.30188 -12.85827 2.37952
O -1.18179 -11.02530 3.22759
H -1.21324 -12.21763 0.24467
H -2.58069 -11.38313 1.05764
H -1.06503 -10.48143 0.68115
C -2.96967 2.91932 5.58363
N -2.81795 4.39726 5.66311
O -3.84437 5.07819 5.55506
O -1.67273 4.83187 5.83172
H -4.02478 2.67995 5.43485
H -2.37242 2.57168 4.73827
H -2.60820 2.49983 6.52469
C 3.27483 6.25147 0.51919
N 3.04910 4.97955 1.25739
O 1.90754 4.50516 1.23163
O 4.02435 4.49348 1.84175
H 2.33611 6.56235 0.05567
H 3.61327 6.99649 1.24209
H 4.03543 6.06098 -0.24069
C 5.70293 -0.60074 -10.49920
N 4.27955 -0.32960 -10.16131
O 3.53814 -1.30719 -10.00801
O 3.94697 0.85694 -10.05957
H 5.85297 -1.68099 -10.55608
H 5.90785 -0.13160 -11.46362
H 6.31784 -0.16728 -9.70786
C -3.45966 -6.33093 7.08602
N -4.48264 -5.34806 7.53453
O -5.42237 -5.77893 8.21284
O -4.31319 -4.17187 7.19290
H -3.73427 -7.32078 7.45681
H -3.44656 -6.31802 5.99431
H -2.49849 -6.01771 7.49863
C 1.08452 -0.63454 5.18452
N 0.19168 -0.39409 4.01888
O 0.45361 -0.99683 2.97152
O -0.74678 0.39293 4.18844
H 1.86195 -1.34424 4.89362
H 1.52376 0.32447 5.46658
H 0.47153 -1.04317 5.99042
C -0.78212 -2.16685 9.68408
N -0.27715 -1.56821 8.41905
O -1.08215 -0.92312 7.73735
O 0.91304 -1.76288 8.14632
H -1.83926 -1.91664 9.79606
H -0.64705 -3.24807 9.61396
H -0.19732 -1.74577 10.50440
C 4.24199 -8.25253 6.03887
N 3.23485 -8.31463 7.13225
O 2.27270 -9.07473 6.97295
O 3.43877 -7.59854 8.11941
H 3.93690 -8.93012 5.23857
H 4.27550 -7.22193 5.67980
H 5.20265 -8.55870 6.45791
C 1.10184 -6.62422 0.77488
N 0.87611 -7.89614 1.51307
O -0.26545 -8.37053 1.48732
O 1.85135 -8.38222 2.09744
H 0.16311 -6.31335 0.31136
H 1.44028 -5.87920 1.49778
H 1.86243 -6.81471 0.01500
C 1.73765 7.51024 -5.39441
N 3.20812 7.65122 -5.21687
O 3.77166 6.82730 -4.48718
O 3.75492 8.58503 -5.81509
H 1.39241 6.65183 -4.81421
H 1.27260 8.43058 -5.03540
H 1.54730 7.35786 -6.45872
C -2.30972 6.89045 -8.08258
N -2.15800 8.36840 -8.00310
O -3.18442 9.04932 -8.11114
O -1.01278 8.80301 -7.83449
H -3.36483 6.65108 -8.23136
H -1.71247 6.54282 -8.92793
H -1.94825 6.47096 -7.14152
```



No. 2
This record from the Open Molecules 2025 dataset describes 12 unconnected molecules or ions with the total composition C32H66BBr22FO6. The level of theory is ωB97M-V with the def2-TZVPD basis set.

The calculation puts the HOMO energy at -0.3239 Ha. Its total charge is 0. The calculation puts the energy at -1590870.9348 eV.

The geometry in XYZ format:
```
128
C32H66BBr22FO6, DFT ωB97M-V with the def2-TZVPD basis set
C -0.95232 -1.82478 -4.52301
C 0.42013 -2.35895 -4.23252
O 1.25442 -1.29562 -3.83917
C 1.85936 -1.46882 -2.57888
C 2.64664 -0.22548 -2.16673
O 2.20071 0.96013 -2.84425
C 1.35315 1.89573 -2.22480
O 2.02091 2.93071 -1.50233
C 3.40927 2.86695 -1.16867
C 3.71961 2.32894 0.23106
C 0.22281 1.37601 -1.30123
F -0.39363 0.29548 -2.00684
O 0.81125 0.88477 -0.13058
C 0.02581 -0.00762 0.66475
C 0.88675 -0.56101 1.77385
B -0.89546 2.53513 -1.04965
O -1.66504 2.96911 -2.10025
O -1.11019 3.07272 0.20396
H -1.47921 -2.45135 -5.25756
H -0.83906 -0.81538 -4.95330
H -1.55326 -1.74691 -3.61557
H 0.85014 -2.80435 -5.14851
H 0.39504 -3.12356 -3.43739
H 1.08500 -1.70710 -1.82643
H 2.57556 -2.31414 -2.63662
H 2.58585 -0.10654 -1.08247
H 3.71064 -0.35857 -2.41683
H 0.84392 2.40326 -3.07095
H 3.72921 3.92202 -1.22637
H 3.96626 2.32722 -1.94943
H 3.86139 1.23218 0.22490
H 2.89809 2.61235 0.90949
H 4.65927 2.77123 0.60081
H -0.37555 -0.81994 0.03976
H -0.83887 0.54630 1.08414
H 1.42069 0.23982 2.30535
H 1.63947 -1.24365 1.34168
H 0.26647 -1.15797 2.47470
H -1.49206 2.48087 -2.93132
H -2.05861 3.10566 0.44152
Br 5.89013 -0.79611 0.12242
C 7.67573 -0.57180 -0.62328
C 7.83546 0.71496 -1.39021
Br 7.00380 0.63458 -3.14657
H 7.87522 -1.44355 -1.23935
H 8.34391 -0.57112 0.23569
H 8.89253 0.90498 -1.57361
H 7.39682 1.55957 -0.86575
Br 10.16956 5.85117 -2.67590
C 10.22963 4.47644 -4.04876
C 9.94495 3.10807 -3.49297
Br 11.44310 2.39503 -2.47493
H 11.21311 4.53482 -4.50511
H 9.46736 4.74859 -4.77580
H 9.77090 2.39612 -4.29719
H 9.09134 3.10864 -2.82191
Br -5.41048 2.70573 0.72339
C -5.24487 0.97455 -0.15010
C -5.71948 -0.16986 0.70425
Br -4.46288 -0.58259 2.13230
H -4.19757 0.86582 -0.41379
H -5.84336 1.03630 -1.05666
H -5.78282 -1.06694 0.09206
H -6.67642 0.02206 1.18172
Br -2.00527 -4.91099 -1.03914
C -3.64201 -4.14963 -0.31055
C -4.47400 -3.49169 -1.37709
Br -3.70212 -1.78971 -1.91590
H -3.34300 -3.44725 0.46229
H -4.18607 -4.97976 0.13431
H -5.46798 -3.26159 -1.00033
H -4.56051 -4.09699 -2.27489
Br -7.15211 -5.53347 -0.26919
C -8.71140 -4.64035 0.46931
C -9.45608 -3.89014 -0.60215
Br -8.50264 -2.27914 -1.13575
H -8.35372 -3.98123 1.25498
H -9.33423 -5.42094 0.90135
H -10.42624 -3.56045 -0.23614
H -9.58196 -4.48656 -1.50117
Br 0.75192 0.37813 5.61390
C 1.92281 -1.10516 6.06786
C 3.36988 -0.77626 5.82323
Br 3.80176 -0.77798 3.92614
H 1.58948 -1.95318 5.47736
H 1.75827 -1.30421 7.12503
H 4.00766 -1.53240 6.27719
H 3.64001 0.20276 6.20454
Br -8.79365 -6.63030 -3.82375
C -8.26652 -8.50297 -3.83252
C -7.55775 -8.90637 -2.56654
Br -5.74504 -8.21723 -2.48869
H -7.64098 -8.63970 -4.70935
H -9.18858 -9.06932 -3.94586
H -7.46742 -9.98946 -2.51452
H -8.06547 -8.53632 -1.68000
Br -6.88064 1.08983 4.15437
C -7.94990 2.40022 5.11024
C -7.84345 3.75946 4.46787
Br -6.12668 4.59705 4.81816
H -7.59787 2.40216 6.13737
H -8.97818 2.04564 5.07383
H -8.59440 4.43503 4.87297
H -7.94499 3.70183 3.38789
Br 4.97882 0.69615 9.08165
C 6.73954 0.91910 8.28411
C 6.82667 2.16225 7.43895
Br 5.88710 1.95608 5.75182
H 6.93208 0.02157 7.70390
H 7.43712 0.97545 9.11718
H 7.86404 2.36820 7.18302
H 6.39342 3.02515 7.93582
Br -3.63553 7.85001 5.64855
C -4.17545 8.13481 3.80371
C -5.13238 9.28809 3.66149
Br -6.91769 8.84955 4.29368
H -4.60966 7.19947 3.46161
H -3.25867 8.33790 3.25379
H -5.24614 9.55416 2.61263
H -4.80890 10.15593 4.22822
Br 5.31457 -0.55922 -6.26651
C 6.04708 -2.25220 -6.86936
C 6.91647 -2.89501 -5.82081
Br 8.64594 -2.02139 -5.65948
H 6.59341 -2.05514 -7.78703
H 5.18797 -2.88646 -7.08136
H 7.13179 -3.92785 -6.08726
H 6.45710 -2.85561 -4.83697
```



No. 3
This record from the Open Molecules 2025 dataset describes 9 unconnected molecules or ions with the total composition C32H67BrN9O8S. The level of theory is ωB97M-V with the def2-TZVPD basis set.

The calculation puts the HOMO energy at -0.3808 Ha. Its total charge is +1. Its energy relative to the best compared isomer or geometry (same formula, charge and spin) is 0.0 kcal per mole. The calculation puts the energy at -144936.3336 eV.

The geometry in XYZ format:
```
118
C32H67BrN9O8S, DFT ωB97M-V with the def2-TZVPD basis set
C -0.28186 0.75115 -1.34706
C -0.06436 1.28846 0.08294
C -1.05993 0.66395 1.12993
Br -0.47068 -1.17548 1.46777
C -2.51202 0.79354 0.46357
C -2.91935 2.09580 0.04287
C -4.15406 2.28886 -0.57286
C -5.01797 1.18973 -0.77043
C -4.61435 -0.05093 -0.34374
S -5.74258 -1.46134 -0.60534
N -3.37128 -0.23094 0.25602
H -0.22247 -0.34573 -1.33478
H -1.24265 1.05080 -1.80368
H 0.50230 1.20187 -1.97892
H -0.17468 2.38396 0.17596
H 0.95363 0.97573 0.38275
H -1.04261 1.22167 2.07895
H -2.24869 2.94410 0.21438
H -4.41692 3.29989 -0.89498
H -5.98657 1.28986 -1.26421
H -5.13488 -2.46303 0.08240
H -3.13096 -1.17590 0.55158
C 3.44170 -1.28497 1.83248
C 3.44167 -1.28710 0.32524
O 3.09561 -0.29946 -0.32345
N 3.83470 -2.41600 -0.29780
C 4.27232 -3.66444 0.30200
H 3.10305 -0.31293 2.18761
H 2.76036 -2.05019 2.20745
H 4.44715 -1.46127 2.21437
H 3.81332 -2.35243 -1.30432
H 5.28494 -3.87000 -0.04139
H 3.61006 -4.46442 -0.03703
H 4.25860 -3.62364 1.38800
C -2.11023 -2.06772 -2.49100
C -1.66679 -3.00807 -3.58791
O -1.09939 -2.60579 -4.58576
N -1.92365 -4.33462 -3.42559
C -2.58304 -4.99084 -2.31319
H -1.83965 -1.05231 -2.76406
H -3.18478 -2.10947 -2.36342
H -1.63371 -2.31808 -1.54929
H -1.60170 -4.90344 -4.19358
H -1.89904 -5.71967 -1.87514
H -3.46570 -5.51541 -2.68360
H -2.88492 -4.28183 -1.54808
C 0.36869 6.69584 1.67372
C -0.76452 5.71555 1.53070
O -0.78138 4.63681 2.11137
N -1.80362 6.05005 0.72358
C -1.99096 7.26589 -0.05317
H 1.11457 6.28306 2.34737
H 0.83680 6.87531 0.70510
H 0.00465 7.63503 2.09181
H -2.51945 5.34349 0.68161
H -2.91333 7.75244 0.26940
H -2.08466 6.99369 -1.10588
H -1.16383 7.95765 0.06491
C 8.83118 -4.26972 -1.77463
C 7.38659 -4.24596 -2.20626
O 6.54929 -3.55822 -1.62957
N 7.03419 -5.01475 -3.26247
C 7.88243 -5.88636 -4.06289
H 8.95954 -3.60829 -0.92198
H 9.12032 -5.27882 -1.47814
H 9.47293 -3.92085 -2.58443
H 6.05611 -4.95270 -3.49838
H 7.84374 -5.55264 -5.10043
H 7.49576 -6.90164 -4.00613
H 8.91248 -5.87461 -3.72152
C 7.26943 -10.31227 -3.30795
C 6.53805 -9.66338 -4.45724
O 7.07690 -8.84893 -5.19235
N 5.24078 -10.01453 -4.65816
C 4.43944 -10.95503 -3.89723
H 8.28794 -9.93490 -3.27524
H 6.77917 -10.07146 -2.36332
H 7.30458 -11.39384 -3.44455
H 4.81302 -9.54513 -5.44132
H 4.09385 -11.74626 -4.56452
H 3.57125 -10.43280 -3.49113
H 5.00208 -11.39764 -3.08184
C 3.39245 -3.61437 7.04515
C 3.37050 -2.83396 5.75431
O 3.87347 -3.26306 4.72811
N 2.76438 -1.61517 5.76330
C 2.11796 -0.94464 6.87604
H 3.90616 -4.55766 6.88208
H 3.92712 -3.05656 7.81519
H 2.37476 -3.82586 7.37677
H 2.78621 -1.14784 4.87010
H 1.07480 -0.75329 6.61685
H 2.61725 0.00951 7.05285
H 2.15589 -1.53938 7.78274
C -6.35276 8.85888 -3.27905
C -6.21527 9.13115 -1.79867
O -5.98570 10.24622 -1.36638
N -6.35743 8.07709 -0.94573
C -6.62926 6.69845 -1.27919
H -6.21532 9.78734 -3.82624
H -5.59184 8.14773 -3.60599
H -7.34747 8.46910 -3.50151
H -6.25459 8.32061 0.03497
H -7.56058 6.39216 -0.79619
H -5.81294 6.07428 -0.89787
H -6.71979 6.54978 -2.35125
C -6.59182 8.85012 3.92614
C -6.10247 7.89630 2.86834
O -5.55492 8.28993 1.84461
N -6.28608 6.56855 3.08116
C -6.90839 5.92253 4.22322
H -6.37540 9.86837 3.61518
H -7.67004 8.74857 4.05632
H -6.08205 8.65969 4.87157
H -5.93565 5.98821 2.33565
H -6.18470 5.24980 4.68633
H -7.76213 5.33780 3.87683
H -7.24622 6.64354 4.95975
```